1.
Molecular formula: C13H33F3O7Y
Method: DFT, ωB97M-V/def2-TZVPD

The geometry in XYZ format:
```
57
Properties=species:S:1:pos:R:3:mulliken_charge:R:1
Y -4.0447 0.8630 -0.4126 1.416
C 3.2312 1.6782 -2.2527 0.381
O 2.6597 0.6773 -3.0924 -0.410
O 4.4046 1.9816 -2.6896 -0.648
C 2.2850 2.8994 -2.1952 0.665
F 2.8582 3.9618 -1.6596 -0.280
F 1.8274 3.2405 -3.3995 -0.271
F 1.1843 2.6388 -1.3970 -0.283
C 1.4936 0.0143 -2.6929 1.384
C 1.1702 -1.0230 -3.7543 -1.460
H 1.2967 -0.6947 -4.7845 0.396
H 1.6569 -1.9744 -3.5676 0.345
H 0.0818 -1.1968 -3.6927 0.343
H 0.6938 0.7439 -2.5493 -0.443
H 1.5897 -0.6283 -1.8029 -0.348
H 3.3772 1.3039 -1.1987 0.062
C -0.8508 -0.3658 0.4540 -0.604
O -1.9561 0.4482 0.1924 -0.442
H -0.6124 -0.3447 1.5274 0.263
H -1.0148 -1.4227 0.2160 0.300
H 0.0490 0.0094 -0.0406 0.202
C -5.3372 -2.9412 0.9983 -1.063
C -4.0973 -2.1281 1.3740 -0.027
O -4.4045 -0.6938 1.4340 -0.417
H -5.1563 -3.9940 1.1956 0.350
H -5.5791 -2.8056 -0.0610 0.279
H -6.2275 -2.5728 1.5116 0.309
H -3.3630 -2.2692 0.5829 0.160
H -3.7100 -2.4315 2.3414 0.354
H -4.6672 -0.4430 2.3275 0.274
C -1.2847 3.0651 -3.6731 -1.161
C -1.9565 1.8726 -2.9947 -0.119
O -2.5447 2.3711 -1.7403 -0.530
H -0.6320 3.5954 -2.9859 0.271
H -2.1418 3.7070 -3.8949 0.371
H -0.7397 2.8424 -4.5846 0.378
H -1.2908 1.0489 -2.7319 0.303
H -2.7502 1.4694 -3.6256 0.351
H -1.8997 2.7162 -1.1064 0.346
C 2.2698 -1.8834 0.9715 -0.364
C 3.2676 -2.8612 1.5328 -0.567
O 4.2196 -2.1686 2.3223 -0.490
H 2.7870 -1.0606 0.4635 0.194
H 1.5920 -1.4136 1.6900 -0.045
H 1.6250 -2.2818 0.1789 0.330
H 3.7174 -3.3947 0.6881 0.389
H 2.7553 -3.6421 2.1097 0.252
H 5.0838 -2.5523 2.1538 0.290
C 0.2624 1.2388 5.0757 -1.093
C 1.1404 0.2508 4.3319 0.193
O 2.4137 0.1666 4.9945 -0.571
H -0.7847 0.9292 5.0608 0.269
H 0.3735 2.2801 4.7790 0.295
H 0.5579 1.2209 6.1284 0.346
H 1.3122 0.5568 3.2926 0.077
H 0.6850 -0.7470 4.3046 0.189
H 3.1236 0.1432 4.3472 0.308
```

The calculation puts the relative energy (zero: lowest compared OMol25 entry of this formula, charge and spin) at 6.1647 eV. Its HOMO energy is -8.74 eV. Its charge is +1. The lowest unoccupied orbital energy is -7.09 eV. The calculation puts the frontier orbital gap at 1.65 eV.

=====

2.
Molecular formula: C13H33N3O14PS2V2
Method: DFT, ωB97M-V/def2-TZVPD

The geometry in XYZ format:
```
68
Properties=species:S:1:pos:R:3:nbo_charge:R:1
O 1.4076 -3.8300 1.0437 -0.351
V 1.6833 -2.8056 2.1996 1.788
O 4.2696 2.4907 2.8607 -0.326
V 4.5446 0.9473 2.4976 1.775
O 5.3456 -1.1059 2.5065 -0.803
C 4.9557 -2.4116 2.4201 0.970
O 5.7490 -3.2714 2.7738 -0.608
O 3.8237 -2.6698 1.9141 -0.776
H 6.2600 -1.2666 2.8330 0.546
O 1.1018 0.9922 0.1371 -0.656
C 1.8664 0.0872 0.7233 1.045
O 2.9877 0.4625 1.2010 -0.803
O 1.5432 -1.1144 0.8532 -0.727
H 1.7151 1.7694 0.3064 0.524
O 1.9718 -0.4112 5.8481 -0.634
C 2.3452 -0.6248 4.5880 1.043
O 3.1589 0.1927 4.0860 -0.780
O 1.7750 -1.5601 3.9664 -0.819
H 2.6325 0.2212 6.1725 0.508
O -1.5827 -0.8093 -4.4225 -1.111
P -2.2911 -1.0930 -3.1431 2.397
N -3.9666 -0.9822 -3.2532 -0.811
C -4.8091 -0.6716 -2.1210 -0.400
C -4.6364 -1.7109 -4.3753 -0.403
N -1.8342 -0.0141 -1.8995 -0.803
C -1.5246 1.3860 -2.2128 -0.400
C -2.0017 -0.4345 -0.5074 -0.416
N -1.9497 -2.6476 -2.6009 -0.822
C -2.7498 -3.8191 -2.8805 -0.398
C -0.5077 -2.8904 -2.3884 -0.410
H -5.8346 -0.6061 -2.4856 0.209
H -4.4654 0.2444 -1.6438 0.206
H -4.8323 -1.4959 -1.3963 0.170
H -4.9787 -2.6531 -3.9391 0.171
H -3.8991 -1.9230 -5.1442 0.234
H -5.5331 -1.1830 -4.6939 0.203
H -0.7173 1.6733 -1.5388 0.179
H -1.3164 1.5253 -3.2702 0.244
H -2.3714 2.0297 -1.9539 0.178
H -2.5593 0.2527 0.1329 0.190
H -2.5673 -1.3662 -0.4747 0.221
H -1.0368 -0.6732 -0.0526 0.180
H -3.7568 -3.6865 -2.4880 0.201
H -2.8225 -3.9235 -3.9694 0.188
H -2.2520 -4.7224 -2.5339 0.207
H -0.4730 -3.8313 -1.8379 0.190
H 0.0094 -2.1222 -1.8148 0.205
H -0.0231 -2.9989 -3.3615 0.203
C -1.0252 1.9842 2.2713 -0.801
S -0.1315 2.6149 3.7858 1.205
O -0.8013 3.9401 3.9929 -0.978
C -0.9179 1.5565 5.0426 -0.823
H -0.7811 0.9262 2.1893 0.210
H -0.6573 2.5025 1.3864 0.238
H -2.0478 2.3427 2.3801 0.248
H -1.9815 1.6528 4.8389 0.243
H -0.6564 1.9125 6.0388 0.250
H -0.4504 0.5699 5.0433 0.218
C 1.5879 4.0402 -1.6730 -0.797
S 3.0192 3.9309 -0.5143 1.243
O 2.5029 3.1900 0.6884 -1.003
C 3.9367 2.6312 -1.5032 -0.816
H 1.2297 3.0255 -1.8374 0.236
H 1.9454 4.4330 -2.6237 0.244
H 0.8417 4.6697 -1.1945 0.253
H 3.7102 1.6317 -1.1354 0.233
H 4.9873 2.7959 -1.2536 0.227
H 3.8362 2.7044 -2.5834 0.253
```

Its HOMO energy (spin up / spin down) is -10.32 / -10.32 eV. Its charge is +1. The lowest unoccupied orbital energy (spin up / spin down) is -6.42 / -5.86 eV. The calculation puts the frontier orbital gap (spin up / spin down) at 3.91 / 4.47 eV. The spin multiplicity is 3.

=====

3.
Molecular formula: C13H34FNO5Pd
Method: DFT, ωB97M-V/def2-TZVPD

The geometry in XYZ format:
```
55
Properties=species:S:1:pos:R:3:nbo_charge:R:1
Pd 3.2357 20.9762 21.5028 0.895
C 0.0059 22.1627 22.9165 -0.616
C -0.4774 22.1336 21.4641 0.103
C -0.7368 23.6127 21.0687 -0.408
C -0.8321 23.8884 19.5653 -0.413
C 0.3556 23.2580 18.8729 -0.403
C 0.4800 21.7597 19.1471 0.082
N 0.5596 21.5326 20.5974 0.048
O 1.0352 20.3933 20.9966 -0.487
C 1.7548 21.3036 18.3781 -0.617
C -0.6904 21.0095 18.4750 -0.633
C -1.8541 21.3882 21.4210 -0.620
H -0.6291 22.7943 23.5342 0.221
H 1.0009 22.6175 22.9109 0.212
H 0.1045 21.1545 23.3157 0.228
H 0.0056 24.2502 21.5576 0.201
H -1.6816 23.9337 21.5133 0.220
H -0.8754 24.9669 19.4027 0.221
H -1.7743 23.5174 19.1566 0.204
H 1.2865 23.7652 19.1539 0.193
H 0.3630 23.4935 17.8063 0.230
H 1.8765 20.2189 18.3974 0.233
H 2.6374 21.6775 18.8992 0.234
H 1.7036 21.5707 17.3258 0.224
H -0.6262 21.0425 17.3886 0.227
H -1.7117 21.2894 18.7340 0.210
H -0.6249 19.9636 18.7859 0.225
H -1.6852 20.3544 21.1256 0.228
H -2.4632 21.9497 20.7156 0.206
H -2.3285 21.4208 22.3993 0.222
F 4.7261 21.3353 20.0341 -0.857
C 4.0191 24.0593 22.2325 -0.259
O 3.1284 23.2990 21.4366 -0.766
H 3.5181 24.8648 22.7792 0.168
H 4.5093 23.4361 22.9776 0.191
H 4.7870 24.5793 21.6539 0.197
H 2.5517 23.9093 20.9679 0.491
C 7.8860 22.6918 20.9479 -0.244
O 7.4255 21.4656 20.4027 -0.764
H 7.4592 23.5590 20.4396 0.170
H 7.5400 22.7775 21.9850 0.139
H 8.9720 22.7083 20.9726 0.177
H 6.4756 21.4504 20.1965 0.502
C 6.2665 20.6188 16.9429 -0.252
O 5.1355 20.0326 17.5423 -0.747
H 7.1937 20.5133 17.5124 0.172
H 6.4519 20.1750 15.9629 0.167
H 6.1926 21.6887 16.7140 0.150
H 4.9731 20.5046 18.3733 0.498
C 4.2687 24.0889 18.0820 -0.236
O 5.3354 24.0495 18.9966 -0.750
H 3.3283 24.3009 18.6012 0.131
H 4.5428 24.8635 17.3656 0.181
H 4.1589 23.1450 17.5407 0.174
H 5.2662 23.2154 19.4837 0.494
```

The calculation puts the relative energy (zero: lowest compared OMol25 entry of this formula, charge and spin) at 0.0000 eV. Its HOMO energy (spin up / spin down) is -9.04 / -9.11 eV. The lowest unoccupied orbital energy (spin up / spin down) is -0.13 / -1.00 eV. The calculation puts the frontier orbital gap (spin up / spin down) at 8.90 / 8.11 eV. The spin multiplicity is 3.

=====

4.
Molecular formula: C13H34N2NaO9S
Method: DFT, ωB97M-V/def2-TZVPD

The geometry in XYZ format:
```
60
Properties=species:S:1:pos:R:3:nbo_charge:R:1
Na 29.7618 -4.3418 3.6086 0.879
S 33.1738 -5.5896 3.2516 2.589
O 33.5666 -6.8273 3.9825 -1.129
O 33.5876 -6.0122 1.9145 -1.123
O 31.7193 -5.3873 3.3405 -1.183
O 33.9939 -4.4551 3.6680 -1.102
C 27.2327 -2.0965 3.8055 -0.242
O 27.8653 -3.1763 4.4393 -0.775
H 26.9254 -2.3740 2.7961 0.180
H 26.2565 -1.8639 4.2417 0.160
H 27.8861 -1.2232 3.7931 0.166
H 28.2026 -2.9329 5.3132 0.504
C 25.7818 -6.1552 6.0685 -0.259
O 27.0783 -5.6543 6.3236 -0.545
C 28.1599 -6.4969 6.1760 -0.059
C 28.3537 -7.3045 4.8756 -0.250
N 28.3146 -6.5020 3.6584 -0.658
C 28.2517 -7.2532 2.4169 -0.238
C 28.1705 -6.3611 1.2170 -0.072
O 26.9599 -5.6259 1.3028 -0.574
C 26.7961 -4.4727 0.4680 -0.243
H 25.6330 -6.6367 5.0957 0.168
H 24.9538 -5.4494 6.0164 0.193
H 25.6307 -6.9292 6.8258 0.165
H 28.3336 -7.1558 7.0325 0.170
H 29.0047 -5.8030 6.1319 0.189
H 27.6210 -8.0952 4.6730 0.160
H 29.2906 -7.8174 5.1038 0.224
H 27.5768 -5.8229 3.8062 0.374
H 27.3875 -7.9141 2.2732 0.159
H 29.1678 -7.8448 2.4327 0.235
H 27.9896 -6.8720 0.2676 0.176
H 29.0938 -5.7768 1.2361 0.188
H 25.8203 -4.0179 0.6296 0.185
H 26.8034 -4.7963 -0.5759 0.166
H 27.6073 -3.7928 0.7320 0.178
C 28.6231 -2.3522 7.8453 -0.247
O 29.2708 -2.0523 6.6406 -0.580
C 30.6051 -2.5642 6.5773 -0.074
C 31.3828 -1.8236 5.4852 -0.261
N 30.8577 -1.9428 4.1109 -0.644
C 31.8376 -1.8222 3.0667 -0.264
C 31.1480 -1.9773 1.6765 -0.050
O 30.7702 -3.2980 1.4143 -0.547
C 30.5609 -3.6927 0.1102 -0.224
H 28.7765 -3.4077 8.0834 0.179
H 27.5787 -2.0567 7.7609 0.190
H 29.1214 -1.7341 8.5994 0.167
H 30.5739 -3.6315 6.3343 0.183
H 31.0866 -2.5603 7.5582 0.183
H 32.3886 -2.2556 5.4972 0.243
H 31.6703 -0.8122 5.7933 0.167
H 30.1645 -1.2050 4.1570 0.346
H 32.6321 -2.5562 3.2303 0.301
H 32.3123 -0.8366 3.1448 0.153
H 31.8900 -1.6517 0.9403 0.175
H 30.2336 -1.3892 1.5364 0.147
H 30.1546 -4.6938 0.0085 0.200
H 31.3917 -3.3496 -0.5137 0.179
H 29.7688 -3.1171 -0.4022 0.122
```

The calculation puts the relative energy (zero: lowest compared OMol25 entry of this formula, charge and spin) at 2.3145 eV. Its HOMO energy is -1.89 eV. Its charge is -1. The lowest unoccupied orbital energy is 1.67 eV. The calculation puts the frontier orbital gap at 3.56 eV.

=====

5.
Molecular formula: C13H34N4O5P2Se2TeW
Method: DFT, ωB97M-V/def2-TZVPD

The geometry in XYZ format:
```
62
Properties=species:S:1:pos:R:3:nbo_charge:R:1
W -0.2597 0.8195 -0.0789 0.841
O 0.4298 -1.1369 5.6593 -0.725
C 0.2194 0.2495 5.8562 -0.040
C -0.0419 0.9360 4.4882 -0.234
C -0.1845 2.4261 4.8200 -0.047
O -0.6813 3.2108 3.7464 -0.720
C 1.2017 0.6135 3.6425 -0.541
Se 1.5081 1.2783 1.8043 0.108
C -1.3078 0.3824 3.9324 -0.275
Se -2.0598 1.4086 1.0974 -0.050
H 0.5330 -1.5636 6.5132 0.475
H 1.0956 0.7168 6.3270 0.160
H -0.6528 0.4245 6.4957 0.167
H 0.7909 2.8415 5.0829 0.182
H -0.8348 2.5360 5.6957 0.164
H -1.6401 3.1907 3.7652 0.473
H 1.3346 -0.4631 3.6183 0.248
H 2.0856 1.0288 4.1354 0.218
H -2.2229 0.9536 3.9846 0.169
H -1.3455 -0.6477 3.6112 0.203
C 0.5480 0.4503 -4.4433 -0.410
N -0.1654 -0.5187 -3.6260 -0.814
C -0.0887 -1.9069 -4.0497 -0.400
P -1.2996 -0.0768 -2.5343 2.487
O -1.1339 -0.8176 -1.1874 -1.049
O -1.1148 1.3746 -2.1314 -1.099
P 1.6651 2.9497 -1.1858 1.478
O 1.3013 1.3925 -1.1986 -1.076
N 1.5167 3.3553 -2.8649 -0.791
C 0.8605 4.5178 -3.4396 -0.409
C 2.8165 3.1152 -3.4944 -0.420
N 0.1570 3.4154 -0.3387 -0.767
C -1.0405 4.0009 -0.9698 -0.434
C 0.4486 4.2348 0.8601 -0.439
N -2.7696 -0.4909 -3.1499 -0.794
C -3.9126 -0.3754 -2.2465 -0.413
C -3.0678 -0.1595 -4.5360 -0.405
H 0.1513 0.4843 -5.4654 0.171
H 1.6025 0.1676 -4.4903 0.196
H 0.4840 1.4345 -3.9838 0.255
H -0.5906 -2.0745 -5.0100 0.177
H -0.5441 -2.5495 -3.2979 0.225
H 0.9591 -2.1950 -4.1532 0.204
H -0.2155 4.4661 -3.3260 0.208
H 1.0716 4.5288 -4.5112 0.198
H 1.2197 5.4730 -3.0304 0.173
H 3.2974 2.2437 -3.0472 0.216
H 3.5009 3.9686 -3.3998 0.179
H 2.6726 2.9031 -4.5571 0.195
H -1.3657 3.4158 -1.8179 0.240
H -0.8563 5.0369 -1.2643 0.179
H -1.8403 4.0060 -0.2281 0.210
H 1.5192 4.2546 1.0569 0.218
H -0.0549 3.8214 1.7306 0.247
H 0.1121 5.2634 0.7073 0.183
H -3.6071 -0.6337 -1.2343 0.235
H -4.6943 -1.0681 -2.5631 0.198
H -4.3260 0.6388 -2.2424 0.186
H -2.2039 -0.3626 -5.1663 0.209
H -3.3531 0.8910 -4.6633 0.186
H -3.8958 -0.7804 -4.8818 0.202
Te 0.7739 -1.4413 0.8516 0.089
```

The calculation puts the relative energy (zero: lowest compared OMol25 entry of this formula, charge and spin) at 2.3038 eV. Its HOMO energy (spin up / spin down) is -6.48 / -7.17 eV. The lowest unoccupied orbital energy (spin up / spin down) is -0.37 / -0.45 eV. The calculation puts the frontier orbital gap (spin up / spin down) at 6.11 / 6.72 eV. The spin multiplicity is 3.

=====

6.
Molecular formula: C13H35CoO18P3S2
Method: DFT, ωB97M-V/def2-TZVPD

The geometry in XYZ format:
```
72
Properties=species:S:1:pos:R:3:mulliken_charge:R:1
Co -30.9426 -6.1802 -24.1714 2.757
S -31.1876 -8.2657 -25.5928 1.303
O -30.2945 -8.8950 -26.5648 -0.818
O -32.4074 -9.0523 -25.4816 -0.804
O -30.6172 -8.1028 -24.2792 -0.717
O -31.5026 -6.8736 -25.9359 -0.605
C -26.8480 -6.2775 -27.9113 -0.837
C -27.0020 -4.7758 -27.6141 0.326
C -26.9317 -4.5989 -26.0453 -0.961
S -27.7621 -6.0875 -25.3418 0.791
O -29.1384 -5.7238 -24.9516 -0.427
O -26.8264 -6.6535 -24.3354 -0.777
C -27.8457 -7.0513 -26.9566 -0.706
H -25.7931 -6.4839 -27.7306 0.328
H -26.9831 -6.4856 -28.9727 0.408
H -27.9688 -4.4108 -27.9608 -0.540
H -26.2025 -4.1799 -28.0542 0.465
H -27.4629 -3.7216 -25.6761 0.310
H -25.9324 -4.5314 -25.6154 0.466
H -28.8563 -7.1066 -27.3614 0.368
H -27.6096 -8.1057 -26.8134 0.513
C -35.7002 -4.8840 -21.0909 -0.774
O -34.7339 -5.7801 -21.6419 -0.252
P -33.9148 -5.4173 -22.9652 0.541
O -32.6819 -6.2227 -23.2673 -0.175
O -35.0420 -5.5574 -24.1717 -0.438
C -35.2784 -6.8228 -24.7038 -0.770
O -33.6897 -3.7735 -22.8991 -0.350
C -32.5958 -3.2950 -22.0435 -0.325
H -35.9856 -4.0097 -21.6759 0.332
H -35.2613 -4.4161 -20.2097 0.278
H -36.5639 -5.4794 -20.7948 0.301
H -36.2940 -6.9438 -25.0806 0.282
H -35.0827 -7.6234 -23.9905 0.364
H -34.6284 -6.9156 -25.5738 0.255
H -32.9992 -2.5041 -21.4113 0.432
H -31.7523 -2.9640 -22.6494 0.107
H -32.1676 -4.1119 -21.4626 -0.193
C -33.2488 -2.1817 -25.9630 -0.618
O -32.3669 -2.8160 -26.9145 -0.327
P -31.1923 -3.7543 -26.3329 -0.356
O -31.4774 -4.4314 -25.0644 1.058
O -30.7105 -4.6804 -27.5774 -0.180
C -30.7364 -4.1830 -28.9155 -0.848
O -29.8921 -2.7847 -26.1386 -0.288
C -29.5944 -1.7468 -27.0184 -0.803
H -32.7567 -2.0820 -24.9956 0.168
H -34.1713 -2.7440 -25.8181 0.263
H -33.3762 -1.1585 -26.3165 0.339
H -31.2538 -4.8851 -29.5694 0.271
H -29.7576 -3.9768 -29.3485 0.259
H -31.4028 -3.3313 -29.0520 0.340
H -28.8240 -2.0970 -27.7055 0.233
H -29.2214 -0.8580 -26.5095 0.272
H -30.4475 -1.3327 -27.5558 0.355
C -27.7071 -5.5659 -19.1886 -0.793
O -28.7164 -5.2291 -20.1823 -0.318
P -29.3609 -6.2592 -21.2115 -0.068
O -30.1435 -5.6627 -22.3461 -0.070
O -28.0575 -7.2211 -21.6821 -0.380
C -28.2867 -8.4938 -22.2376 -0.502
O -30.2021 -7.2409 -20.2550 -0.237
C -31.4417 -6.8970 -19.6479 -0.497
H -27.1300 -6.4580 -19.4320 0.313
H -28.1911 -5.9493 -18.2904 0.292
H -26.9935 -4.7780 -18.9476 0.271
H -27.5724 -9.2858 -22.0125 0.373
H -28.3833 -8.5104 -23.3232 0.049
H -29.2147 -8.9313 -21.8695 0.306
H -31.8201 -5.9542 -20.0428 0.082
H -31.5820 -7.0506 -18.5780 0.325
H -32.1209 -7.6919 -19.9563 0.259
```

The calculation puts the relative energy (zero: lowest compared OMol25 entry of this formula, charge and spin) at 2.0274 eV. Its HOMO energy (spin up / spin down) is -6.90 / -6.89 eV. The lowest unoccupied orbital energy (spin up / spin down) is 0.29 / 0.29 eV. The calculation puts the frontier orbital gap (spin up / spin down) at 7.19 / 7.18 eV. The spin multiplicity is 4.

=====

The calculation returns the following largest force on an atom values, one per record and in order: 5.5 6.7 2.4 6.0 1.9 6.2 eV/A.
The calculation returns the following E values, one per record and in order: -1379.2491 -4758.3163 -1174.2623 -1862.8088 -6931.6951 -5074.0967 hartree.